{"formula": "C38H26Cl2F3HfN4O4S2Sb", "method": "wB97M-V/def2-TZVPD", "species": ["Hf", "N", "C", "C", "O", "O", "H", "H", "H", "H", "S", "C", "S", "C", "C", "N", "C", "N", "Cl", "C", "C", "C", "C", "C", "Cl", "C", "N", "C", "C", "C", "C", "C", "C", "C", "C", "O", "O", "H", "H", "H", "H", "H", "H", "H", "H", "H", "H", "F", "C", "C", "C", "C", "C", "C", "Sb", "C", "C", "C", "C", "F", "C", "C", "C", "C", "C", "C", "F", "C", "C", "H", "H", "H", "H", "H", "H", "H", "H", "H", "H", "H", "H"], "xyz": [[-1.653, -0.776, -1.259], [-2.769, 0.098, 0.715], [-3.824, 0.935, 0.122], [-3.256, 1.710, -1.090], [-3.623, 2.785, -1.485], [-2.185, 1.117, -1.744], [-3.182, -0.621, 1.304], [-2.148, 0.659, 1.305], [-4.264, 1.654, 0.830], [-4.639, 0.284, -0.216], [-2.523, -1.498, -3.498], [-2.998, -2.810, -2.508], [-3.346, -2.554, -0.815], [-3.148, -4.146, -3.006], [-3.118, -4.452, -4.393], [-3.138, -4.750, -5.520], [-3.205, -5.214, -2.077], [-3.182, -6.092, -1.313], [1.297, -3.007, 5.494], [1.936, -1.624, 4.725], [2.729, -0.727, 5.448], [3.406, 0.320, 4.808], [3.327, 0.455, 3.397], [2.544, -0.431, 2.681], [2.524, -0.330, 0.930], [1.775, -1.441, 3.328], [0.995, -2.255, 2.517], [-0.258, -2.814, 2.737], [-1.091, -2.480, 3.820], [-2.295, -3.158, 3.991], [-2.738, -4.110, 3.055], [-1.971, -4.368, 1.917], [-0.749, -3.716, 1.726], [-0.064, -3.779, 0.358], [-0.262, -2.479, -0.338], [-0.265, -2.442, -1.636], [-0.515, -1.416, 0.428], [2.850, -0.913, 6.528], [4.009, 1.029, 5.397], [3.887, 1.227, 2.857], [1.205, -2.154, 1.538], [-0.758, -1.717, 4.529], [-2.909, -2.955, 4.878], [-3.674, -4.650, 3.226], [-2.337, -5.027, 1.109], [-0.509, -4.613, -0.227], [1.020, -4.019, 0.469], [6.886, 2.214, -1.615], [5.553, 1.917, -1.562], [4.718, 2.699, -0.728], [3.356, 2.391, -0.696], [2.863, 1.337, -1.469], [3.690, 0.589, -2.295], [5.065, 0.857, -2.356], [0.767, 0.834, -1.495], [0.448, 2.139, -3.162], [-0.302, 1.710, -4.258], [-0.440, 2.523, -5.388], [0.189, 3.793, -5.368], [0.069, 4.601, -6.464], [0.945, 4.241, -4.273], [1.064, 3.382, -3.177], [-0.049, 2.179, 0.023], [-0.745, 3.320, -0.387], [-1.493, 4.061, 0.529], [-1.441, 3.689, 1.885], [-2.137, 4.431, 2.788], [-0.730, 2.568, 2.340], [-0.034, 1.818, 1.373], [5.122, 3.522, -0.130], [2.662, 2.931, -0.037], [3.265, -0.223, -2.898], [5.717, 0.238, -2.969], [-0.777, 0.733, -4.226], [-1.010, 2.164, -6.256], [1.433, 5.221, -4.278], [1.634, 3.732, -2.303], [-0.842, 3.564, -1.441], [-2.129, 4.888, 0.189], [-0.706, 2.294, 3.399], [0.480, 0.902, 1.662]], "forces_ev_per_a": [[-1.71, 0.53, 0.05], [0.01, 0.12, -0.45], [-0.18, 0.66, -0.13], [1.37, 0.62, -1.48], [-0.55, -0.73, 0.85], [-1.49, -0.18, 1.52], [0.15, -0.06, -0.04], [-0.10, -0.12, -0.20], [0.25, -0.14, -0.29], [0.20, 0.09, -0.13], [-0.11, 0.31, -0.56], [-0.86, -3.18, -0.87], [-0.07, 0.09, 0.07], [0.46, 2.42, 0.77], [0.06, -0.48, -1.69], [0.07, 0.53, 1.65], [-0.13, -1.26, 0.94], [-0.04, 1.06, -0.81], [0.11, -0.38, 0.40], [0.62, 1.02, -0.99], [0.25, 0.13, 0.07], [-0.22, -0.05, -0.41], [0.19, -0.06, 0.74], [-0.26, -0.29, 0.89], [0.40, -0.26, 0.71], [-0.10, -0.08, -0.29], [0.53, 0.02, 0.28], [-1.26, -0.81, -0.37], [0.52, -0.19, -0.43], [-0.47, -0.34, -0.22], [0.17, 0.12, 0.49], [0.21, 0.31, -0.37], [0.01, 0.56, 0.74], [0.04, -1.31, 1.14], [0.72, -0.38, -0.20], [0.06, 0.99, 3.04], [0.42, -1.74, -2.92], [-0.08, 0.25, -0.68], [-0.33, -0.48, -0.40], [-0.22, -0.32, 0.33], [0.18, 0.10, 0.22], [-0.28, -0.35, -0.25], [0.26, -0.02, -0.44], [0.36, 0.26, -0.11], [0.14, 0.33, 0.61], [0.30, 0.70, 0.11], [-0.53, 0.31, -0.26], [-0.96, -0.23, 0.11], [-0.29, -0.07, -0.16], [0.27, -0.46, -0.54], [0.09, -0.22, 0.06], [-0.47, -0.14, 0.05], [0.41, -0.06, -0.06], [-0.13, 0.70, 0.75], [0.84, 2.40, -0.45], [-0.04, -0.34, 0.04], [0.21, 0.51, -0.19], [0.37, 0.60, 0.15], [-0.14, -0.53, -0.01], [0.08, -0.57, 0.80], [-0.39, -0.30, -0.46], [0.15, 0.59, -0.03], [0.50, -0.14, -0.12], [-0.59, -0.13, 0.30], [0.20, -0.09, 0.62], [-0.02, -0.07, -0.16], [0.34, -0.42, -0.46], [0.03, 0.36, -0.64], [-0.30, 0.13, 0.17], [-0.03, -0.41, -0.33], [0.45, -0.11, -0.28], [0.31, 0.29, 0.22], [-0.01, 0.36, 0.16], [-0.02, 0.11, -0.19], [0.33, 0.43, 0.40], [-0.30, -0.43, -0.12], [-0.19, -0.21, -0.49], [0.11, 0.00, 0.19], [0.37, -0.34, 0.32], [-0.09, 0.18, -0.40], [-0.17, 0.31, 0.15]], "total_charge": 0, "mol_weight_g_mol": 1094.9, "e_tot_ev": -116693.54857}



{"formula": "CH2AgO4", "method": "wB97M-V/def2-TZVPD", "species": ["O", "C", "O", "O", "Ag", "H", "O", "H"], "xyz": [[1.005, -1.054, -0.442], [1.618, 0.023, -0.148], [2.836, 0.121, 0.076], [0.882, 1.148, -0.065], [-1.042, -1.766, 0.328], [-0.131, 0.949, -0.115], [-2.437, -0.108, -0.036], [-2.731, 0.688, 0.403]], "forces_ev_per_a": [[-0.59, -0.69, 0.06], [1.43, -1.10, 0.42], [-0.86, 0.26, -0.30], [-2.93, 0.87, 0.12], [0.16, 1.31, -0.31], [2.44, -0.03, -0.10], [0.28, -0.54, -0.36], [0.07, -0.09, 0.46]], "total_charge": -1, "mol_weight_g_mol": 185.9, "e_tot_ev": -13259.53849}



{"formula": "C4H12N2O2", "method": "wB97M-V/def2-TZVPD", "species": ["C", "C", "C", "C", "N", "N", "O", "O", "H", "H", "H", "H", "H", "H", "H", "H", "H", "H", "H", "H"], "xyz": [[-0.394, 0.693, -0.120], [-1.910, 0.408, -0.301], [1.523, -0.498, 0.874], [2.664, -0.059, -0.040], [0.218, -0.564, 0.241], [-2.470, -0.337, 0.797], [0.124, 1.308, -1.271], [-2.067, -0.342, -1.491], [-0.272, 0.861, -2.036], [-2.520, -1.154, -1.243], [0.249, -1.165, -0.579], [-0.245, 1.397, 0.704], [-2.447, 1.359, -0.421], [-1.772, -1.024, 1.086], [-2.658, 0.262, 1.591], [1.433, 0.200, 1.712], [1.722, -1.494, 1.284], [2.743, -0.726, -0.894], [2.474, 0.943, -0.402], [3.603, -0.069, 0.508]], "forces_ev_per_a": [[-0.60, -0.64, 0.10], [0.11, 0.44, 0.43], [0.11, -0.09, -0.04], [-0.21, -0.01, 0.32], [0.08, 0.03, -0.25], [-0.05, -0.06, 0.03], [0.02, 0.14, -0.49], [0.26, -0.10, -0.29], [0.09, 0.08, 0.16], [-0.13, 0.04, -0.01], [-0.04, 0.06, 0.08], [-0.05, -0.05, 0.00], [0.10, -0.14, 0.07], [-0.04, 0.20, 0.06], [-0.12, 0.00, -0.04], [0.07, -0.12, 0.07], [0.10, 0.15, 0.07], [0.07, -0.08, -0.13], [0.07, 0.16, -0.15], [0.17, -0.02, 0.00]], "total_charge": 0, "mol_weight_g_mol": 120.2, "e_tot_ev": -11417.80086}



{"formula": "C30H32N3O8P2S2SbSc", "method": "wB97M-V/def2-TZVPD", "species": ["Sc", "C", "C", "O", "P", "O", "O", "O", "P", "O", "O", "O", "H", "H", "H", "H", "H", "H", "H", "O", "N", "C", "C", "C", "C", "C", "S", "H", "H", "H", "H", "S", "Sb", "C", "C", "C", "C", "C", "C", "C", "C", "C", "C", "C", "C", "C", "C", "C", "C", "C", "C", "H", "H", "H", "H", "H", "H", "H", "H", "H", "H", "H", "H", "H", "H", "H", "N", "C", "C", "C", "N", "C", "C", "H", "H", "H", "H", "H", "H"], "xyz": [[-0.017, -0.378, 0.145], [0.379, -5.391, 0.125], [0.832, -3.976, -0.170], [2.135, -3.898, -0.714], [-0.206, -3.164, -1.447], [0.602, -3.152, -2.798], [-1.439, -4.100, -1.763], [-0.697, -1.786, -1.127], [0.755, -2.906, 1.348], [-0.878, -2.635, 1.431], [1.229, -3.576, 2.561], [1.312, -1.565, 0.928], [0.558, -6.035, -0.734], [-0.686, -5.393, 0.353], [0.910, -5.775, 0.997], [2.779, -4.007, -0.001], [1.545, -3.322, -2.683], [-2.288, -3.731, -1.510], [-1.217, -3.161, 2.162], [-0.166, 1.497, -0.360], [-1.184, 2.337, -0.136], [-0.933, 3.653, -0.079], [-1.958, 4.554, 0.022], [-3.276, 4.087, 0.008], [-3.512, 2.738, -0.014], [-2.444, 1.829, -0.020], [-2.652, 0.148, 0.111], [0.111, 3.927, -0.133], [-1.737, 5.606, 0.100], [-4.098, 4.781, 0.032], [-4.506, 2.322, -0.008], [1.766, -0.106, -1.784], [0.106, -0.007, -3.408], [1.025, -1.095, -5.004], [0.311, -1.466, -6.129], [0.951, -2.160, -7.142], [2.297, -2.470, -7.035], [3.012, -2.074, -5.916], [2.377, -1.385, -4.897], [-0.150, 1.931, -4.300], [-1.069, 2.034, -5.334], [-1.138, 3.198, -6.080], [-0.298, 4.260, -5.783], [0.608, 4.154, -4.740], [0.694, 2.985, -3.999], [-1.987, -0.596, -3.427], [-2.375, -1.861, -3.833], [-3.726, -2.181, -3.835], [-4.668, -1.254, -3.412], [-4.272, 0.012, -3.021], [-2.929, 0.348, -3.045], [-0.736, -1.210, -6.216], [0.397, -2.453, -8.020], [2.789, -3.020, -7.823], [4.066, -2.297, -5.842], [2.924, -1.060, -4.016], [-1.723, 1.202, -5.564], [-1.835, 3.266, -6.903], [-0.349, 5.166, -6.369], [1.264, 4.981, -4.515], [1.423, 2.880, -3.202], [-1.633, -2.583, -4.152], [-4.044, -3.153, -4.181], [-5.713, -1.519, -3.387], [-5.004, 0.738, -2.702], [-2.614, 1.352, -2.779], [0.761, 0.209, 6.386], [0.454, 0.249, 5.078], [1.291, 0.869, 4.134], [0.918, 0.890, 2.810], [-0.227, 0.364, 2.338], [-1.044, -0.191, 3.249], [-0.751, -0.283, 4.588], [1.655, 0.533, 6.710], [0.180, -0.297, 7.032], [2.216, 1.329, 4.451], [1.553, 1.361, 2.060], [-1.992, -0.562, 2.874], [-1.443, -0.753, 5.270]], "forces_ev_per_a": [[-1.45, 1.10, 0.42], [-0.10, -0.09, 0.09], [-0.23, 0.55, 0.20], [0.53, -0.20, -0.05], [-0.32, -0.30, -0.55], [-0.42, -0.43, 0.23], [0.47, -0.15, 0.05], [-0.24, -1.06, -0.19], [-0.66, -0.66, 0.65], [0.74, -0.18, -0.22], [0.19, -0.26, -0.14], [1.03, -0.67, 0.38], [-0.03, -0.02, -0.01], [-0.03, -0.13, 0.02], [0.08, 0.02, -0.05], [0.06, 0.00, -0.16], [0.42, 0.05, 0.06], [-0.32, 0.23, 0.04], [-0.24, 0.03, 0.28], [-0.15, 1.82, -0.28], [-0.50, -0.26, 0.04], [0.15, 0.54, -0.04], [0.06, -0.05, -0.03], [0.14, -0.10, 0.03], [0.15, 0.17, 0.00], [0.02, -0.38, 0.17], [0.20, -0.18, 0.11], [-0.05, -0.08, -0.01], [0.07, 0.08, -0.07], [-0.15, 0.14, 0.02], [-0.10, 0.02, 0.07], [-0.26, 0.12, -0.35], [0.01, 0.40, -1.19], [-0.24, 0.34, 0.48], [-0.10, 0.07, 0.03], [-0.03, -0.05, -0.13], [-0.06, -0.03, -0.03], [0.09, -0.02, 0.00], [0.04, 0.13, 0.21], [0.20, -0.64, 0.40], [-0.08, -0.16, -0.03], [-0.04, 0.01, -0.08], [-0.05, 0.00, 0.02], [0.09, 0.10, 0.04], [0.10, -0.02, 0.15], [0.82, 0.35, 0.13], [0.09, -0.06, -0.06], [0.05, -0.13, -0.05], [0.02, 0.01, 0.06], [0.05, 0.01, -0.15], [0.22, 0.21, -0.09], [-0.11, -0.05, -0.09], [-0.06, -0.05, -0.11], [0.03, -0.02, -0.07], [0.09, -0.02, 0.02], [0.02, -0.11, -0.12], [-0.06, 0.02, -0.06], [-0.07, 0.03, -0.03], [0.02, 0.04, -0.01], [0.08, 0.09, 0.04], [0.01, 0.07, -0.01], [-0.08, -0.06, -0.03], [-0.02, -0.12, 0.00], [-0.13, -0.05, -0.06], [-0.06, 0.08, 0.03], [-0.06, -0.06, 0.03], [0.13, -0.02, 0.25], [-0.19, 0.09, -0.56], [-0.03, 0.06, -0.05], [-0.07, 0.05, -0.01], [0.27, -0.10, 0.30], [-0.09, 0.04, 0.07], [0.09, 0.10, -0.02], [-0.07, -0.05, 0.02], [0.07, 0.03, -0.01], [0.07, 0.01, -0.07], [0.04, -0.09, 0.18], [0.11, -0.03, -0.05], [-0.15, -0.04, 0.00]], "total_charge": 1, "mol_weight_g_mol": 855.4, "e_tot_ev": -119970.06941}



Across the entries above, highest occupied orbital energy takes the values -0.3058; -0.1700; -0.3358; -0.3793 Ha, respectively.
Across the entries above, gap between HOMO and LUMO takes the values 7.439; 7.380; 10.096; 8.052 eV, respectively.
Across the entries above, energy relative to the best compared isomer or geometry (same formula, charge and spin) takes the values 0.0000; 0.0000; 1.4160; 1.7829 eV, respectively.